[1]
C46H46BrF9IrOP2S6 | ωB97M-V with the def2-TZVPD basis set

Each line ends with the Löwdin charge.
Element x y z (Å)
Ir  -0.00551  0.91625  0.92699  0.322
F  -3.89980  6.35776  2.74656  0.163
C  -2.86741  5.61546  2.39006  -0.126
C  -1.73443  6.20200  1.85376  -0.125
F  -1.68469  7.51433  1.69298  0.156
C  -0.65226  5.41248  1.49254  -0.191
F  0.40915  6.04651  0.99283  0.114
C  -0.66190  4.03427  1.63999  -0.257
P  0.79404  2.94024  1.28844  0.829
C  1.47899  3.64377  -0.24214  -0.374
C  2.75798  4.17388  -0.36153  -0.107
C  3.20383  4.64142  -1.58925  -0.060
C  2.37772  4.58294  -2.70094  -0.065
C  1.09992  4.05035  -2.58904  -0.066
C  0.65413  3.57544  -1.36653  -0.100
C  1.89883  3.34769  2.66921  -0.357
C  2.11469  2.34603  3.61141  -0.130
C  2.92490  2.57181  4.71453  -0.058
C  3.51575  3.81188  4.89010  -0.060
C  3.28483  4.82814  3.96952  -0.059
C  2.47848  4.60423  2.86712  -0.085
C  -1.82858  3.47963  2.14443  -0.511
Br  -1.98387  1.59269  2.26808  0.985
C  -2.91201  4.23730  2.53515  -0.253
F  -4.00309  3.66953  3.04245  0.100
H  3.42055  4.20437  0.49229  0.094
H  4.20233  5.04874  -1.67673  0.112
H  2.73015  4.95049  -3.65543  0.110
H  0.45359  4.00121  -3.45558  0.108
H  -0.33650  3.14080  -1.28150  0.090
H  1.63427  1.38648  3.47496  0.036
H  3.09021  1.77835  5.43124  0.114
H  4.15090  3.99409  5.74670  0.112
H  3.73453  5.80151  4.11325  0.112
H  2.31081  5.40869  2.16623  0.099
F  7.55908  -2.66883  -1.34693  0.160
C  6.66718  -1.82382  -0.85895  -0.136
C  6.26766  -1.93571  0.46204  -0.159
F  6.77160  -2.89800  1.22554  0.146
C  5.32098  -1.06231  0.96156  -0.261
F  4.92741  -1.20799  2.22123  0.105
C  4.77448  -0.06186  0.16106  -0.453
S  3.55765  1.01011  0.83479  0.781
C  5.19362  0.03071  -1.16642  -0.237
F  4.68683  0.96631  -1.95832  0.116
C  6.13347  -0.84024  -1.68137  -0.144
F  6.52511  -0.75302  -2.94608  0.146
O  -1.27864  -0.71273  0.26075  -0.523
P  -2.00188  -1.44595  -0.85879  0.880
C  -1.10004  -1.28383  -2.44328  -0.336
C  -1.90894  -1.60468  -3.72249  -0.176
C  -1.84866  -3.05863  -4.18448  -0.192
C  -0.41170  -3.54333  -4.31333  -0.188
C  0.32412  -3.39084  -2.98930  -0.203
C  0.28680  -1.95323  -2.47621  -0.197
C  -3.65364  -0.70970  -1.15362  -0.325
C  -4.37221  -0.38553  0.17740  -0.201
C  -5.44913  0.67543  -0.03171  -0.177
C  -4.83103  2.02467  -0.42398  -0.179
C  -3.55994  1.84037  -1.26488  -0.191
C  -3.62339  0.54765  -2.06540  -0.185
C  -2.17807  -3.24224  -0.52351  -0.317
C  -3.54242  -3.79466  -0.05183  -0.164
C  -3.59228  -4.06938  1.45817  -0.180
C  -2.69975  -3.09730  2.21719  -0.180
C  -1.22864  -3.33183  1.85601  -0.193
C  -1.04960  -3.75530  0.39004  -0.171
H  -0.90687  -0.20318  -2.43122  0.113
H  -1.48884  -0.98309  -4.52021  0.131
H  -2.94982  -1.30124  -3.62953  0.091
H  -2.36428  -3.13589  -5.14343  0.118
H  -2.39940  -3.71054  -3.49849  0.105
H  0.09921  -2.95276  -5.08152  0.122
H  -0.38624  -4.58145  -4.64805  0.116
H  1.36933  -3.68498  -3.10402  0.095
H  -0.10002  -4.07912  -2.25287  0.099
H  0.91431  -1.34525  -3.13601  0.130
H  0.75733  -1.89654  -1.49377  0.029
H  -4.21665  -1.49308  -1.67469  0.120
H  -3.64785  -0.01879  0.90559  0.037
H  -4.80874  -1.28458  0.60952  0.105
H  -6.04412  0.78142  0.87622  0.116
H  -6.14002  0.33522  -0.80800  0.118
H  -4.60455  2.59927  0.47574  0.089
H  -5.56280  2.61046  -0.98345  0.114
H  -2.67126  1.80988  -0.63090  0.066
H  -3.42488  2.68697  -1.94066  0.116
H  -2.80534  0.51675  -2.78135  0.083
H  -4.53818  0.54666  -2.66464  0.129
H  -2.00920  -3.64562  -1.52431  0.083
H  -3.73163  -4.72135  -0.59726  0.119
H  -4.35006  -3.12335  -0.33611  0.082
H  -3.25098  -5.08822  1.66101  0.118
H  -4.62501  -4.01947  1.80589  0.114
H  -2.84074  -3.19758  3.29399  0.118
H  -2.98250  -2.06893  1.96398  0.090
H  -0.80724  -4.10857  2.50051  0.114
H  -0.66865  -2.41922  2.04351  0.051
H  -1.06821  -4.84707  0.31498  0.128
H  -0.06819  -3.43978  0.02355  0.082
C  3.00935  -4.78689  -0.92416  -0.369
S  3.21762  -2.99900  -0.79621  0.917
C  2.52095  -2.64882  0.76987  -0.939
C  2.01351  -1.46175  1.16038  -0.971
S  1.88193  -0.02550  0.12101  0.531
S  1.59633  -1.28634  2.84944  0.898
C  1.93646  -2.91667  3.32453  -1.466
S  1.78340  -3.49165  4.83543  0.631
S  2.59739  -3.86862  2.01716  0.962
H  3.35522  -5.03445  -1.92675  0.048
H  1.96454  -5.07491  -0.82757  0.038
H  3.62879  -5.31747  -0.20420  0.034

Properties
energy	-8504.5310	hartree
E_HOMO	-10.41	eV
relative energy (zero: lowest compared OMol25 entry of this formula, charge and spin)	0.000	eV
LUMO level	-2.94	eV
total charge	+1

=====

[2]
C46H46CsO2S2Sb3Se4 | ωB97M-V with the def2-TZVPD basis set

Each line ends with the Löwdin charge.
Element x y z (Å)
Cs  1.20291  -2.67209  0.92257  0.633
C  2.28920  6.10545  0.04673  -0.054
C  1.65287  4.76011  0.26237  -0.277
C  0.67191  4.28984  -0.60903  -0.044
C  0.09345  3.04536  -0.43338  -0.069
C  0.49019  2.27097  0.64552  -0.378
C  1.47369  2.70237  1.51921  -0.072
C  2.04466  3.95273  1.32246  -0.034
S  -0.08826  0.58810  0.83548  0.910
O  0.75231  -0.00587  1.92455  -0.651
C  -1.71041  0.94519  1.55008  -0.274
C  -1.78563  1.62341  2.79021  -0.036
C  -3.00361  1.83543  3.35908  -0.017
C  -4.19279  1.39253  2.71653  -0.159
C  -5.47095  1.60735  3.29389  -0.041
C  -6.60297  1.17779  2.66563  -0.087
C  -6.51573  0.50721  1.42230  -0.075
C  -5.30007  0.27969  0.84875  -0.010
C  -4.10845  0.71522  1.48427  -0.115
C  -2.82357  0.46932  0.90998  -0.154
C  -2.69406  -0.31420  -0.36010  -0.180
C  -2.83630  0.33254  -1.61422  -0.112
C  -3.23447  1.69414  -1.72679  -0.038
C  -3.31316  2.29877  -2.94536  -0.089
C  -2.99463  1.57691  -4.12378  -0.087
C  -2.63175  0.26715  -4.04540  -0.022
C  -2.55743  -0.40021  -2.79186  -0.142
C  -2.17853  -1.75639  -2.70441  -0.031
C  -2.09203  -2.38782  -1.49443  -0.114
C  -2.36942  -1.64783  -0.32722  -0.300
S  -2.07842  -2.49263  1.24214  0.925
O  -1.44437  -3.79787  0.90713  -0.604
C  -3.79083  -2.78843  1.67490  -0.356
C  -4.63381  -3.47714  0.81226  -0.040
C  -5.95284  -3.67916  1.17898  -0.032
C  -6.44324  -3.20933  2.39740  -0.279
C  -7.87898  -3.43223  2.78594  -0.056
C  -5.57630  -2.54011  3.25238  -0.046
C  -4.25130  -2.33096  2.89700  -0.075
H  2.25977  6.39075  -1.00488  0.075
H  3.33141  6.10081  0.36645  0.076
H  1.77247  6.88260  0.61595  0.077
H  0.38791  4.89152  -1.46510  0.114
H  -0.62157  2.66409  -1.15069  0.105
H  1.80305  2.04169  2.31065  0.107
H  2.83407  4.28737  1.98622  0.114
H  -0.87301  1.95276  3.27072  0.117
H  -3.08321  2.34975  4.31001  0.112
H  -5.53012  2.12243  4.24595  0.107
H  -7.57209  1.34811  3.11819  0.097
H  -7.41707  0.16347  0.93080  0.103
H  -5.22524  -0.24568  -0.09524  0.126
H  -3.46699  2.25222  -0.82698  0.116
H  -3.60892  3.33869  -3.01311  0.096
H  -3.03828  2.07177  -5.08574  0.096
H  -2.37904  -0.29267  -4.93762  0.118
H  -1.89638  -2.29621  -3.60018  0.113
H  -1.73355  -3.40672  -1.41744  0.070
H  -4.25869  -3.84696  -0.13429  0.124
H  -6.61710  -4.20807  0.50473  0.112
H  -8.49566  -3.64848  1.91343  0.072
H  -8.29200  -2.55425  3.28549  0.073
H  -7.97467  -4.27548  3.47383  0.081
H  -5.94324  -2.16496  4.20103  0.114
H  -3.57795  -1.79718  3.55810  0.116
C  2.41545  -0.29336  -4.35997  -0.339
Sb  1.96942  0.02956  -2.29357  1.229
C  2.96323  1.97946  -2.29990  -0.340
C  3.68326  -1.09192  -1.55594  -0.399
C  4.92554  -0.29727  -1.42159  -0.308
C  5.85497  -0.28818  -2.45988  -0.041
C  7.01207  0.47443  -2.38389  -0.101
C  7.26256  1.23896  -1.25302  -0.117
C  6.35354  1.22200  -0.20230  -0.074
C  5.18832  0.46204  -0.26854  -0.314
C  4.26061  0.38661  0.89258  -0.333
Sb  4.52076  -1.47380  2.03840  1.280
C  5.92477  -2.45004  0.77058  -0.334
C  6.09289  -0.62253  3.26265  -0.364
H  3.44767  0.00929  -4.54339  -0.003
H  1.74377  0.29321  -4.98920  -0.014
H  2.29336  -1.35607  -4.56295  -0.021
H  3.97105  1.90400  -2.71084  -0.005
H  3.02197  2.39325  -1.29000  -0.019
H  2.37059  2.66098  -2.91807  -0.015
H  3.79498  -1.90310  -2.28035  -0.048
H  3.37503  -1.57402  -0.62510  -0.036
H  5.66722  -0.92300  -3.31902  0.105
H  7.72216  0.45701  -3.20236  0.090
H  8.16351  1.83769  -1.18139  0.084
H  6.54748  1.80878  0.69067  0.098
H  3.21188  0.41723  0.59172  0.015
H  4.43672  1.19902  1.60224  0.053
H  6.72057  -1.75681  0.49561  0.012
H  5.43803  -2.86974  -0.10970  -0.029
H  6.32044  -3.28975  1.34350  0.003
H  6.81376  -0.12931  2.60759  -0.011
H  6.59656  -1.42231  3.80638  -0.013
H  5.69493  0.09843  3.97791  -0.019
Se  4.70988  -4.30672  -3.20573  -0.292
Sb  2.70451  -5.01974  -1.96435  -0.372
Se  0.98023  -3.18709  -2.34607  -0.200
Se  1.65775  -7.11594  -2.66527  -0.381
Se  3.26780  -5.12791  0.48056  -0.372

Properties
energy	-13074.0431	hartree
E_HOMO	-0.67	eV
relative energy (zero: lowest compared OMol25 entry of this formula, charge and spin)	0.769	eV
LUMO level	2.85	eV
total charge	-2

=====

Among the records above, which one has the highest LUMO level?
C46H46CsO2S2Sb3Se4